Record 1
Molecular formula: C23H29BN3O13
Method: DFT, wB97M-V/def2-TZVPD

* LUMO: -5.2008 eV
* multiplicity: 1
* net charge: +1

Element x y z (Å)
C1 -0.134 4.215 2.453
C2 -1.301 3.592 1.746
N1 -1.270 2.198 1.097
C3 -0.087 1.397 1.648
N2 0.019 0.861 2.926
N3 0.916 1.264 0.504
C4 0.344 2.037 -0.670
C5 0.860 1.170 -1.988
O1 2.317 0.868 -1.896
C6 3.119 2.107 -1.987
C7 3.855 2.770 -0.658
O2 3.258 2.699 -3.176
C8 -1.272 2.206 -0.446
O3 -1.932 3.492 -0.717
C9 -1.847 3.880 -2.133
C10 -1.853 5.552 -2.143
C11 -0.555 6.132 -1.283
B1 -2.257 0.883 -0.733
O4 -1.822 -0.530 -0.504
O5 -3.614 1.169 -1.240
H1 0.737 4.808 1.945
H2 -0.155 4.131 3.641
H3 -2.306 4.235 1.757
H4 -0.592 0.030 3.173
H5 0.631 1.293 3.661
H6 1.124 0.234 0.337
H7 0.740 3.126 -0.895
H8 0.329 0.107 -2.070
H9 0.642 1.756 -2.990
H10 4.024 3.941 -0.802
H11 3.184 2.671 0.322
H12 4.867 2.194 -0.436
H13 -2.798 3.528 -2.756
H14 -0.911 3.475 -2.706
H15 -2.807 5.844 -1.488
H16 -1.942 6.003 -3.220
H17 0.269 6.593 -1.974
H18 -0.034 5.305 -0.618
H19 -0.935 6.956 -0.509
H20 -0.839 -0.534 -0.309
H21 -4.151 1.543 -0.480
C12 -2.510 -4.890 4.169
C13 -2.503 -3.576 4.398
C14 -1.346 -2.727 4.001
O6 -1.376 -1.519 4.207
C15 -0.191 -3.388 3.372
C16 -0.196 -4.703 3.147
C17 -1.365 -5.546 3.519
O7 -1.348 -6.750 3.282
O8 0.887 -5.330 2.559
O9 -3.575 -2.953 5.011
H22 -3.346 -5.519 4.450
H23 0.651 -2.762 3.105
H24 0.640 -6.279 2.503
H25 -3.330 -2.003 5.062
C18 2.689 -3.165 -2.291
C19 2.895 -3.962 -3.341
C20 1.861 -4.936 -3.789
O10 2.072 -5.641 -4.769
C21 0.610 -5.015 -3.019
C22 0.405 -4.221 -1.966
C23 1.428 -3.228 -1.536
O11 1.203 -2.499 -0.576
O12 -0.767 -4.292 -1.236
O13 4.079 -3.911 -4.054
H26 3.431 -2.451 -1.956
H27 -0.125 -5.739 -3.344
H28 -0.675 -3.617 -0.529
H29 3.984 -4.581 -4.765



Record 2
Molecular formula: C23H29Br15F5NO5S
Method: DFT, wB97M-V/def2-TZVPD

* LUMO: -0.2432 eV
* multiplicity: 1

Element x y z (Å)
O1 5.162 -0.348 2.080
C1 4.222 -0.472 1.369
C2 3.042 0.452 1.446
C3 2.857 1.137 0.070
C4 2.288 2.555 0.166
C5 2.775 3.486 -0.914
F1 2.461 4.765 -0.590
F2 4.120 3.459 -1.049
C6 2.144 3.212 -2.327
F3 1.174 4.093 -2.570
F4 3.055 3.309 -3.284
F5 1.604 1.992 -2.411
O2 4.114 -1.415 0.362
C7 4.179 -2.795 0.744
S1 3.568 -3.100 2.451
C8 3.251 -3.611 -0.228
C9 2.490 -2.796 -1.266
C10 1.271 -2.069 -0.704
N1 0.089 -2.939 -0.580
C11 -1.134 -2.373 -1.186
C12 -1.889 -1.471 -0.225
C13 -1.307 -0.321 0.317
C14 -1.959 0.502 1.223
C15 -3.256 0.186 1.625
C16 -3.868 -0.929 1.081
C17 -3.204 -1.748 0.167
O3 -3.923 -2.821 -0.318
C18 5.610 -3.314 0.520
O4 6.588 -2.325 0.768
O5 7.528 -2.766 1.735
H1 2.145 -0.131 1.654
H2 3.217 1.194 2.214
H3 2.301 0.513 -0.616
H4 3.852 1.220 -0.371
H5 2.436 3.018 1.137
H6 1.206 2.495 0.018
H7 4.593 -3.779 2.980
H8 3.811 -4.404 -0.720
H9 2.498 -4.116 0.372
H10 3.123 -2.130 -1.849
H11 2.094 -3.514 -1.989
H12 1.061 -1.187 -1.307
H13 1.538 -1.706 0.291
H14 -0.072 -3.072 0.409
H15 -1.779 -3.225 -1.379
H16 -0.867 -1.872 -2.111
H17 -0.301 -0.057 0.015
H18 -1.438 1.374 1.592
H19 -3.743 0.823 2.349
H20 -4.890 -1.230 1.343
H21 -3.437 -3.642 -0.201
H22 5.738 -3.599 -0.532
H23 5.809 -4.214 1.099
H24 7.047 -2.693 2.573
C19 -7.830 -0.930 3.640
Br1 -8.744 0.580 4.407
Br2 -8.749 -1.612 2.094
Br3 -5.989 -0.525 3.240
H25 -7.831 -1.713 4.384
C20 -0.983 4.056 -5.303
Br4 -2.533 5.198 -5.260
Br5 -1.373 2.309 -4.600
Br6 -0.218 3.963 -7.064
H26 -0.242 4.501 -4.655
C21 -8.664 2.460 8.178
Br7 -8.236 4.121 9.049
Br8 -7.082 1.469 7.719
Br9 -9.886 1.402 9.221
H27 -9.166 2.706 7.253
C22 5.292 -4.016 -4.539
Br10 3.465 -4.611 -4.535
Br11 5.560 -2.546 -5.750
Br12 5.924 -3.593 -2.762
H28 5.890 -4.841 -4.898
C23 -5.453 6.719 -3.115
Br13 -7.214 6.749 -3.889
Br14 -4.551 8.406 -3.337
Br15 -5.494 6.175 -1.271
H29 -4.882 5.976 -3.652



Record 3
Molecular formula: C23H29CdN2O12PS2Te
Method: DFT, wB97M-V/def2-TZVPD

* LUMO: 3.9150 eV
* multiplicity: 1
* net charge: -2

Element x y z (Å)
Cd1 0.205 -0.136 0.017
O1 0.004 6.074 2.492
S1 1.134 5.428 1.856
O2 2.162 6.352 1.405
N1 0.713 4.403 0.676
C1 1.046 3.164 0.964
O3 0.857 2.181 0.223
C2 1.773 3.009 2.272
C3 2.376 1.856 2.750
C4 3.159 1.963 3.889
C5 3.293 3.172 4.558
C6 2.644 4.314 4.100
C7 1.906 4.211 2.943
H1 2.268 0.920 2.220
H2 3.691 1.092 4.246
H3 3.924 3.234 5.436
H4 2.743 5.263 4.608
C8 4.098 4.373 -0.615
C9 3.392 3.195 -1.270
O4 3.485 2.082 -0.407
P1 2.824 0.680 -0.881
O5 2.862 -0.229 0.276
Te1 1.025 0.677 -2.440
O6 3.994 0.201 -1.988
C10 5.216 -0.234 -1.453
C11 5.242 -1.754 -1.339
H5 4.291 5.141 -1.359
H6 5.045 4.043 -0.189
H7 3.483 4.802 0.174
H8 3.861 2.937 -2.231
H9 2.336 3.431 -1.445
H10 5.378 0.215 -0.464
H11 6.014 0.115 -2.128
H12 4.451 -2.073 -0.665
H13 6.202 -2.087 -0.950
H14 5.067 -2.200 -2.317
C12 -0.420 -0.070 4.071
C13 -0.272 -0.173 2.544
O7 -1.107 0.422 1.836
O8 0.681 -0.843 2.105
H15 -0.299 0.973 4.353
H16 0.339 -0.678 4.555
H17 -1.416 -0.393 4.368
C14 -3.527 -4.579 -5.265
C15 -4.061 -3.836 -4.076
C16 -5.079 -4.376 -3.299
C17 -5.558 -3.689 -2.197
C18 -5.036 -2.451 -1.880
C19 -4.048 -1.878 -2.659
C20 -3.553 -2.585 -3.743
S2 -5.665 -1.620 -0.405
O9 -6.357 -0.438 -0.850
O10 -6.468 -2.589 0.312
N2 -4.423 -1.168 0.560
C21 -3.735 -2.213 1.284
C22 -2.726 -2.986 0.430
C23 -1.661 -2.029 -0.169
O11 -0.478 -2.399 -0.148
O12 -2.064 -0.947 -0.651
H18 -3.824 -5.624 -5.236
H19 -2.442 -4.523 -5.295
H20 -3.908 -4.144 -6.188
H21 -5.491 -5.343 -3.554
H22 -6.326 -4.099 -1.560
H23 -3.638 -0.917 -2.398
H24 -2.750 -2.161 -4.326
H25 -3.709 -0.613 0.073
H26 -4.501 -2.883 1.688
H27 -3.194 -1.733 2.104
H28 -3.236 -3.499 -0.390
H29 -2.210 -3.728 1.041



Record 4
Molecular formula: C23H29ClF3N3O9S
Method: DFT, wB97M-V/def2-TZVPD

* LUMO: -0.6790 eV
* multiplicity: 1

Element x y z (Å)
C1 5.699 1.018 0.784
C2 4.249 0.574 1.210
C3 3.346 0.173 -0.026
Cl1 1.924 1.272 -0.262
C4 2.860 -1.301 0.181
C5 3.438 -2.288 -0.729
C6 3.136 -3.626 -0.679
C7 2.232 -4.113 0.327
N1 1.777 -5.360 0.580
S1 0.746 -5.178 1.832
N2 0.783 -3.567 2.151
C8 1.666 -3.120 1.214
C9 1.938 -1.699 1.189
C10 1.334 -0.702 2.164
C11 -0.217 -0.459 2.014
C12 -0.882 -1.113 0.784
C13 -2.428 -0.847 0.766
C14 -2.819 0.482 0.056
N3 -2.755 0.408 -1.408
H1 6.238 1.207 1.735
H2 5.708 1.926 0.158
H3 6.256 0.197 0.292
H4 3.773 1.344 1.844
H5 4.397 -0.314 1.852
H6 3.999 0.287 -0.905
H7 4.146 -1.952 -1.500
H8 3.577 -4.329 -1.398
H9 1.516 -1.114 3.179
H10 1.851 0.265 2.108
H11 -0.351 0.642 1.935
H12 -0.707 -0.741 2.964
H13 -0.780 -2.213 0.762
H14 -0.411 -0.722 -0.136
H15 -2.891 -0.969 1.762
H16 -2.845 -1.668 0.139
H17 -3.873 0.675 0.317
H18 -2.238 1.311 0.494
H19 -3.016 -0.513 -1.742
H20 -1.853 0.697 -1.768
C15 -3.363 2.684 -4.201
C16 -2.081 2.860 -4.966
O1 -2.484 3.634 -6.082
C17 -3.550 4.378 -5.665
O2 -3.976 5.321 -6.242
O3 -4.057 3.900 -4.498
F1 -1.601 1.671 -5.407
H21 -3.950 1.835 -4.557
H22 -3.204 2.574 -3.130
H23 -1.297 3.389 -4.419
C18 5.563 -2.968 5.009
C19 4.185 -2.916 4.411
O4 4.359 -2.117 3.247
C20 5.659 -2.338 2.865
O5 6.071 -2.055 1.795
O6 6.389 -2.917 3.848
F2 3.313 -2.287 5.237
H24 5.772 -2.109 5.649
H25 5.741 -3.880 5.574
H26 3.784 -3.892 4.128
C21 -6.975 2.819 -2.627
C22 -7.717 3.632 -1.601
O7 -7.209 3.132 -0.379
C23 -5.938 2.707 -0.642
O8 -5.121 2.478 0.185
O9 -5.724 2.587 -1.977
F3 -9.051 3.392 -1.653
H27 -7.460 1.863 -2.833
H28 -6.836 3.353 -3.565
H29 -7.537 4.707 -1.660



Record 5
Molecular formula: C23H29ClFN2S3
Method: DFT, wB97M-V/def2-TZVPD

* LUMO: 2.1397 eV
* multiplicity: 1
* net charge: -1

Element x y z (Å)
C1 -1.944 -3.259 2.617
C2 -2.573 -2.682 1.292
C3 -2.158 -1.178 1.012
Cl1 -2.644 -0.634 -0.688
C4 -0.642 -0.886 1.310
C5 0.450 -1.733 0.784
C6 0.249 -2.988 -0.126
C7 -0.261 -2.633 -1.589
C8 0.729 -3.094 -2.728
S1 1.876 -1.694 -3.086
C9 1.064 -0.639 -4.336
S2 0.400 -1.314 -5.705
N1 0.976 0.791 -4.201
C10 2.213 1.382 -3.644
C11 3.385 1.109 -4.700
C12 -0.262 1.215 -3.491
C13 -0.049 1.782 -2.036
C14 1.868 -1.459 1.079
C15 2.190 -0.295 1.879
C16 1.098 0.569 2.362
C17 -0.305 0.317 2.128
N2 -1.438 1.106 2.560
C18 -1.174 2.311 3.276
C19 -2.372 3.084 3.680
C20 -2.302 4.326 4.414
C21 -1.011 4.888 4.800
C22 0.180 4.146 4.422
C23 0.099 2.882 3.677
S3 1.640 2.027 3.304
H1 -1.117 -3.973 2.396
H2 -1.615 -2.421 3.282
H3 -2.749 -3.813 3.167
H4 -2.413 -3.331 0.389
H5 -3.695 -2.655 1.424
H6 -2.830 -0.577 1.683
H7 1.252 -3.492 -0.275
H8 -0.387 -3.779 0.363
H9 -1.289 -3.069 -1.738
H10 -0.335 -1.516 -1.650
H11 1.267 -4.047 -2.502
H12 0.117 -3.250 -3.657
H13 2.155 2.499 -3.546
H14 2.500 0.935 -2.656
H15 2.880 1.100 -5.708
H16 3.832 0.105 -4.504
H17 4.134 1.938 -4.690
H18 -0.948 0.326 -3.406
H19 -0.846 1.990 -4.070
H20 0.446 1.015 -1.382
H21 0.478 2.772 -2.016
H22 -1.073 1.967 -1.598
H23 2.676 -2.158 0.661
H24 3.262 -0.072 2.086
H25 -2.004 1.284 1.723
H26 -3.382 2.682 3.422
H27 -3.258 4.830 4.700
H28 -1.012 5.836 5.377
H29 1.158 4.592 4.722
F1 3.512 -3.164 -0.260



Record 6
Molecular formula: C23H29CrF3N3OSSbSe4Si
Method: DFT, wB97M-V/def2-TZVPD

* LUMO (alpha / beta): -1.1309 / -1.2317 eV
* multiplicity: 5
* ⟨S²⟩: 6.06

Element x y z (Å)
Cr1 -0.670 0.152 -0.391
C1 -2.128 0.960 3.135
C2 -0.728 0.480 2.892
C3 0.088 0.036 3.910
C4 1.404 -0.368 3.616
C5 1.872 -0.336 2.327
C6 0.987 0.146 1.329
N1 -0.276 0.541 1.619
N2 1.244 0.228 -0.008
Si1 2.706 0.695 -0.829
C7 2.339 2.331 -1.631
C8 3.202 -0.526 -2.120
C9 4.090 0.958 0.412
H1 -2.508 0.595 4.089
H2 -2.786 0.627 2.341
H3 -2.149 2.052 3.151
H4 -0.295 0.003 4.922
H5 2.045 -0.721 4.418
H6 2.851 -0.685 2.048
H7 1.312 2.374 -1.952
H8 2.951 2.500 -2.516
H9 2.488 3.155 -0.924
H10 3.486 -0.018 -3.031
H11 2.407 -1.221 -2.385
H12 4.055 -1.125 -1.781
H13 3.735 1.317 1.377
H14 4.775 1.713 -0.001
H15 4.671 0.040 0.566
Se1 1.569 1.279 -5.871
Sb1 -0.108 -0.038 -4.655
Se2 1.014 -1.946 -5.689
Se3 -2.122 0.542 -5.940
Se4 -0.508 0.013 -2.350
C10 3.219 -4.516 0.836
C11 1.887 -3.900 0.480
C12 0.991 -3.511 1.466
C13 -0.216 -2.906 1.140
C14 -0.532 -2.717 -0.193
C15 0.320 -3.149 -1.199
C16 1.531 -3.723 -0.857
S1 -2.027 -1.844 -0.643
C17 -3.112 -3.234 -0.110
O1 -2.323 -0.768 0.410
H16 3.467 -4.350 1.884
H17 4.016 -4.104 0.217
H18 3.200 -5.595 0.663
H19 1.237 -3.672 2.511
H20 -0.895 -2.573 1.912
H21 0.046 -3.019 -2.230
H22 2.209 -4.038 -1.643
H23 -2.937 -3.494 0.934
H24 -2.878 -4.076 -0.763
H25 -4.148 -2.920 -0.257
F1 -3.628 6.469 -0.293
C18 -4.316 5.328 -0.136
F2 -4.835 5.348 1.101
F3 -5.336 5.337 -1.004
C19 -3.429 4.120 -0.313
C20 -3.814 3.042 -1.076
C21 -2.974 1.935 -1.128
N3 -1.829 1.867 -0.489
C22 -1.435 2.930 0.196
C23 -2.205 4.077 0.321
H26 -4.745 3.039 -1.628
H27 -3.222 1.083 -1.728
H28 -0.461 2.862 0.643
H29 -1.839 4.917 0.899